{"formula": "C3H4CsO4", "method": "ωB97M-V/def2-TZVPD", "elements": ["H", "C", "O", "H", "H", "C", "O", "O", "H", "C", "Cs", "O"], "coordinates": [[-1.43146, 2.91235, 0.79982], [-2.05721, 0.27954, 0.05104], [-3.19623, 0.69276, 0.28220], [0.39261, 1.48392, 2.63475], [-1.03295, 1.09004, 2.03268], [0.31363, 1.86587, 1.58549], [-1.17267, 1.06806, -0.59133], [1.33959, 1.17889, 1.00442], [0.07345, 3.38942, 0.01068], [-0.43109, 2.56041, 0.51577], [1.12837, -1.43292, -0.89865], [-1.37981, -0.39198, 0.96569]], "forces_ev_per_angstrom": [[0.227, -0.021, 0.026], [2.893, 3.355, 4.845], [-1.821, -0.729, -1.343], [-1.142, 2.096, 0.078], [1.196, -0.582, -1.393], [1.098, -2.856, -2.933], [0.912, 0.712, -2.791], [-0.314, 0.219, 0.573], [0.367, -1.439, -1.153], [-2.058, -0.186, 3.868], [-0.919, 1.490, 1.058], [-0.441, -2.059, -0.833]], "total_charge": -1, "lumo_energy_ha": 0.055, "relative_energy_kj_mol": 396.8, "largest_force_ha_per_bohr": 0.1277, "total_energy_ha": -437.6047, "orbital_gap_ha": 0.1264}